(P)
19
Properties=species:S:1:pos:R:3 method="wB97M-V/def2-TZVPD" homo_energy_ha=-0.5623 total_charge=+1 gap_ev=10.7 smiles="C=[N+]=C(C)CCC"
C 2.877 1.298 0.160
N 1.990 0.736 0.813
C 0.943 0.054 0.999
C 0.866 -1.028 1.987
C -0.286 0.537 0.278
C -1.034 -0.348 -0.793
C -2.141 0.317 -1.664
H 3.331 2.148 0.629
H 3.489 0.696 -0.601
H 1.774 -1.606 2.232
H 0.053 -1.634 1.579
H 0.532 -0.627 2.940
H -0.125 1.503 -0.197
H -0.986 0.654 1.152
H -1.477 -1.195 -0.321
H -0.347 -0.857 -1.557
H -2.744 -0.344 -2.257
H -1.802 0.960 -2.413
H -2.993 0.857 -1.250

=====

(Q)
19
Properties=species:S:1:pos:R:3 method="wB97M-V/def2-TZVPD" homo_energy_ha="-0.4584 / -0.4715" total_charge=+1 gap_ev="8.3 / 8.9"
C -0.289 1.780 0.212
C -0.182 1.057 -0.886
C -0.475 1.022 1.491
C -0.396 -1.116 0.449
C -0.101 1.029 -2.331
C 0.569 -2.085 -0.094
N 0.222 -0.274 1.498
H -0.015 2.809 0.096
H -0.166 1.610 2.453
H -1.525 0.921 1.639
H -1.322 -1.606 0.589
H 0.676 1.633 -2.510
H -1.058 1.366 -2.811
H 0.133 0.060 -2.700
H 0.181 -2.458 -0.984
H 0.894 -2.796 0.711
H 1.612 -1.832 -0.490
H 1.136 -0.266 1.206
H 0.104 -0.855 2.461

=====

(R)
19
Properties=species:S:1:pos:R:3 method="wB97M-V/def2-TZVPD" homo_energy_ha=-0.4656 total_charge=+1 gap_ev=8.7 smiles="C=C/C=C/CC[NH3+]"
C 1.685 0.498 3.035
C 1.686 0.794 1.727
C 0.857 0.075 0.741
C -0.423 0.353 0.481
C -1.425 -0.447 -0.418
C -1.299 0.106 -1.822
N -0.646 -0.978 -2.723
H 1.134 -0.371 3.493
H 2.345 0.840 3.759
H 2.123 1.853 1.417
H 1.512 -0.657 0.187
H -1.005 1.045 1.113
H -2.529 -0.224 -0.050
H -1.132 -1.516 -0.243
H -0.919 0.978 -2.088
H -2.309 0.473 -2.149
H 0.167 -1.367 -2.205
H -0.132 -0.665 -3.652
H -1.224 -1.818 -2.986

=====

Relative to the most stable structure, the computed energies are (P) 0.0; (Q) 72.8; (R) 31.8, all in kcal/mol.

=====

(P)
19
Properties=species:S:1:pos:R:3 method="wB97M-V/def2-TZVPD" homo_energy_ha=-0.5106 total_charge=+1 gap_ev=9.9
C 1.706 0.348 0.060
C 2.734 0.411 0.823
C 0.853 1.397 -0.678
C 0.818 -0.664 -0.475
C -2.837 -0.033 0.741
C 0.537 -1.906 -0.206
N 0.071 0.263 -1.297
H 3.357 -0.413 1.279
H 3.218 1.282 1.082
H 0.107 1.853 0.108
H 1.242 2.039 -1.335
H -3.088 -0.203 -0.271
H -2.732 1.151 1.118
H -1.942 -0.567 0.987
H -0.430 -2.335 -0.513
H -3.746 -0.380 1.392
H 0.944 -2.589 0.553
H -0.903 0.337 -1.094
H 0.089 0.011 -2.274

=====

(Q)
19
Properties=species:S:1:pos:R:3 method="wB97M-V/def2-TZVPD" homo_energy_ha="-0.4933 / -0.5033" total_charge=+1 gap_ev="6.9 / 7.5"
C -1.464 -0.546 0.357
C -2.098 -1.557 -0.149
C -0.526 0.482 0.583
C -0.873 1.822 -0.068
C 1.774 -0.293 1.057
C 0.978 -0.412 -1.237
N 0.772 -0.037 0.128
H -1.837 -2.220 -0.847
H -2.967 -1.966 0.332
H -0.493 0.640 1.661
H 0.012 2.370 0.109
H -1.768 2.389 0.240
H -1.023 1.495 -1.089
H 1.965 -1.182 1.691
H 2.711 -0.446 0.485
H 1.865 0.573 1.717
H 0.662 -1.318 -1.652
H 0.399 0.329 -1.775
H 1.910 -0.121 -1.545

=====

(R)
19
Properties=species:S:1:pos:R:3 method="wB97M-V/def2-TZVPD" homo_energy_ha="-0.4614 / -0.4712" total_charge=+1 gap_ev="8.3 / 8.9"
C -0.151 -2.346 -0.381
C -0.025 -2.165 0.878
C -0.267 -1.180 -1.286
C 0.009 0.768 0.227
C 1.113 1.197 1.181
C -1.229 1.576 0.249
N 0.428 0.102 -0.920
H 0.017 -3.387 -0.824
H -0.082 -2.314 1.881
H 0.233 -1.402 -2.402
H -1.382 -1.102 -1.351
H 1.857 1.915 0.800
H 1.708 0.393 1.589
H 0.673 1.706 2.124
H -2.005 1.198 0.825
H -1.733 1.707 -0.807
H -0.992 2.630 0.583
H 1.398 -0.056 -0.695
H 0.432 0.760 -1.673

=====

(S)
19
Properties=species:S:1:pos:R:3 method="wB97M-V/def2-TZVPD" homo_energy_ha=-0.4735 total_charge=+1 gap_ev=7.4
C -2.619 -0.430 1.078
C -2.289 0.202 -0.050
C 1.126 1.292 -0.750
C 1.306 -0.162 1.297
C 0.958 -1.152 -0.966
C 1.166 0.006 -0.086
N -1.729 0.795 -0.906
H -3.133 0.075 1.848
H -2.337 -1.476 1.175
H 1.641 2.029 -0.044
H 1.395 1.336 -1.857
H 2.215 0.305 1.649
H 1.280 -1.210 1.661
H 0.666 0.281 2.134
H 0.868 -2.040 -0.398
H -0.082 -0.770 -1.221
H 1.626 -1.287 -1.905
H 0.065 1.404 -0.794
H -2.122 0.802 -1.865

=====

Relative to the most stable structure, the computed energies are (P) 0.0; (Q) 38.2; (R) 52.3; (S) 7.1, all in kcal/mol.

=====

(P)
19
Properties=species:S:1:pos:R:3 method="wB97M-V/def2-TZVPD" homo_energy_ha=-0.5823 total_charge=+1 gap_ev=11.6
C 0.173 -1.254 1.181
C 1.306 -1.023 0.278
C 0.400 0.071 -0.356
C 0.070 -0.173 -1.853
C 0.830 1.505 -0.004
C -1.942 0.099 0.926
N -0.645 -0.449 0.635
H -0.153 -1.833 2.020
H 2.138 -0.500 0.776
H 1.567 -1.781 -0.319
H -0.541 0.570 -2.465
H -0.355 -1.226 -1.774
H 1.143 -0.054 -2.283
H -0.039 2.180 -0.313
H 1.828 1.769 -0.422
H 0.884 1.396 1.084
H -1.782 0.990 1.502
H -2.491 -0.682 1.403
H -2.390 0.396 -0.017

=====

(Q)
19
Properties=species:S:1:pos:R:3 method="wB97M-V/def2-TZVPD" homo_energy_ha=-0.4976 total_charge=+1 gap_ev=8.6
C 1.336 -0.608 -0.256
C 0.963 -1.881 -0.264
C 1.640 0.669 -0.377
C -1.360 -0.136 -0.714
C 2.033 1.283 0.951
C -2.300 -0.804 0.335
N -1.224 1.151 -0.840
H 0.008 -2.131 0.092
H 1.608 -2.751 -0.396
H 1.557 1.354 -1.127
H -0.658 -0.827 -1.232
H 2.997 1.740 1.074
H 2.083 0.562 1.707
H 1.198 1.871 1.241
H -3.269 -1.099 -0.122
H -2.473 -0.028 1.123
H -1.743 -1.626 0.742
H -0.545 1.480 -1.507
H -1.851 1.779 -0.429

=====

Relative to the most stable structure, the computed energies are (P) 0.0; (Q) 36.9, all in kcal/mol.

=====

(P)
19
Properties=species:S:1:pos:R:3 method="wB97M-V/def2-TZVPD" homo_energy_ha=-0.5291 total_charge=+1 gap_ev=9.7
C 0.650 0.673 -0.090
C 0.699 1.941 -0.293
C 0.228 -0.715 -0.063
C -2.620 1.132 0.175
C -0.771 -1.624 0.234
C 2.776 -1.151 -0.146
N 1.521 -0.528 -0.034
H 1.678 2.319 -0.372
H -0.077 2.604 -0.138
H -3.573 1.299 0.608
H -2.627 0.309 -0.544
H -1.684 0.884 0.794
H -1.056 -1.317 1.265
H -0.407 -2.642 0.029
H -1.658 -1.484 -0.363
H 3.259 -0.812 -0.978
H 3.363 -0.700 0.642
H 2.606 -2.161 -0.208
H -2.309 1.974 -0.521

=====

(Q)
19
Properties=species:S:1:pos:R:3 method="wB97M-V/def2-TZVPD" homo_energy_ha=-0.5169 total_charge=+1 gap_ev=10.4 smiles="C[C@@H]1C=C[C@@]1(C)[NH3+]"
C -1.628 -1.385 0.326
C -0.976 0.036 0.543
C -1.398 1.294 -0.169
C -0.265 1.676 -0.721
C 0.500 0.211 -0.061
C 1.065 -0.540 -1.166
N 1.661 0.363 0.902
H -1.447 -1.827 1.283
H -1.298 -1.948 -0.438
H -2.755 -1.292 0.218
H -0.953 0.147 1.669
H -2.389 1.740 -0.189
H 0.223 2.460 -1.311
H 2.046 -0.080 -1.606
H 0.412 -0.803 -2.023
H 1.562 -1.443 -0.716
H 1.394 1.163 1.473
H 2.558 0.693 0.502
H 1.688 -0.464 1.484

=====

Relative to the most stable structure, the computed energies are (P) 35.7; (Q) 0.0, all in kcal/mol.

=====

(P)
9
Properties=species:S:1:pos:R:3 method="wB97M-V/def2-TZVPD" homo_energy_ha="-0.0877 / -0.0877" total_charge=-1 gap_ev="5.5 / 5.5"
O 1.988 -0.232 -1.560
N 1.660 -0.488 -0.325
C 0.275 -0.113 -0.036
C -0.103 0.461 1.295
N -1.078 0.075 2.002
S -2.090 -1.086 1.690
H -0.222 -1.059 -0.080
H -0.123 0.620 -0.781
H 0.444 1.271 1.599

=====

(Q)
9
Properties=species:S:1:pos:R:3 method="wB97M-V/def2-TZVPD" homo_energy_ha=-0.0776 total_charge=-1 gap_ev=5.8
C -2.414 0.182 -0.124
C 1.753 -0.116 0.014
N -0.420 0.153 0.682
N 0.361 0.036 -0.236
O -2.617 1.301 -0.488
S -3.017 -1.280 0.070
H 2.016 0.863 -0.340
H 2.153 -0.918 -0.595
H 2.185 -0.220 1.017

=====

Relative to the most stable structure, the computed energies are (P) 38.5; (Q) 0.0, all in kcal/mol.

=====

(P)
14
Properties=species:S:1:pos:R:3 method="wB97M-V/def2-TZVPD" homo_energy_ha=-0.3248 total_charge=0 gap_ev=9.5 smiles=C#CBr.CCSO
C 3.272 -0.247 -1.017
C 4.205 0.504 -1.301
Br 5.426 1.544 -2.066
H 2.527 -0.882 -0.561
C -2.542 -0.098 0.743
C -1.395 -0.980 0.462
S -0.140 -0.094 -0.686
O 0.177 1.205 0.255
H -2.292 0.957 0.660
H -3.294 -0.163 -0.136
H -2.884 -0.319 1.791
H -1.778 -1.974 0.100
H -0.785 -1.260 1.403
H -0.497 1.805 0.354

=====

(Q)
14
Properties=species:S:1:pos:R:3 method="wB97M-V/def2-TZVPD" homo_energy_ha="-0.3274 / -0.2874" total_charge=0 gap_ev="9.3 / 6.9"
C -0.190 -1.007 0.412
C 0.130 0.399 0.987
C 0.575 -1.268 -0.889
C -0.684 1.549 0.528
O -0.254 0.993 -2.212
S -0.274 -0.473 -2.412
Br -0.290 3.310 1.082
H 0.302 -1.733 1.172
H -1.215 -1.218 0.358
H 0.344 0.418 2.040
H 1.063 0.617 0.505
H 1.433 -0.698 -0.858
H 0.807 -2.250 -1.054
H -1.748 1.360 0.341

=====

Relative to the most stable structure, the computed energies are (P) 9.1; (Q) 0.0, all in kcal/mol.